ORCA calculation (ωB97M-V/def2-TZVPD) on 5 unconnected molecules or ions with the total composition C26H46IN9O6 in a non-equilibrium geometry.

XYZ file:
```
88
C26H46IN9O6 ωB97M-V/def2-TZVPD
N -0.870 -3.099 -3.834
H -8.577 1.316 0.384
H 3.780 0.135 -1.176
H -4.426 -4.488 -4.670
H -7.207 4.280 1.739
H -1.228 -0.020 1.488
C -0.542 2.487 -1.026
H 1.763 -0.021 -2.297
N -6.632 3.773 1.095
C -2.614 1.850 -1.945
H 1.470 0.641 -0.717
H 0.334 -0.793 -3.726
H 2.984 0.171 1.124
C -2.406 -5.106 -4.279
H -2.353 7.328 1.164
H -3.157 3.684 0.839
H -4.014 -1.939 -1.711
C -0.458 1.086 -3.105
H -2.496 -5.789 -3.430
C -3.549 -4.085 -4.155
H 0.267 8.501 3.229
O -6.297 2.013 -0.295
C -0.576 -0.462 -3.214
C -2.054 -1.328 -1.299
H 0.541 2.529 -1.010
H 9.096 -0.885 6.762
I -1.399 -4.275 -1.018
C -0.205 -0.080 1.112
C 0.194 -1.233 0.494
N 8.985 -0.210 6.029
C -0.670 -1.305 -1.928
H -0.611 3.721 0.724
H 3.810 -5.050 3.740
C -0.973 -4.521 -4.226
H -3.246 -0.878 -3.015
H -3.317 -3.107 -4.563
C -1.193 3.180 -0.015
H -2.216 -1.265 -0.232
H -0.134 -2.728 -4.419
C -0.599 6.946 2.248
H 9.765 0.360 5.769
H -1.166 8.962 2.381
H -1.770 5.703 1.140
H -2.543 -5.730 -5.162
C 3.368 -0.757 0.684
N 7.642 0.799 4.444
H -5.720 4.126 0.874
C -7.017 2.610 0.485
C 1.211 -2.742 -1.088
C 1.714 -0.285 -1.239
O 4.613 -2.075 2.971
N -0.509 8.254 2.644
C -2.598 3.184 0.057
C 0.599 -1.329 -0.986
N 3.928 -4.221 3.191
H -0.590 -4.562 -5.250
H 0.186 -2.145 1.093
O 0.888 -3.145 -2.368
N 4.886 -3.107 4.976
H -0.304 -5.165 -3.651
C -3.153 -1.378 -2.060
C 7.754 -0.128 5.437
H 4.419 -0.823 0.949
H -3.844 -4.030 -3.107
N -8.266 2.166 0.814
C -0.528 -2.843 -2.475
H 4.786 -3.917 5.556
C -3.302 2.507 -0.937
O 6.820 -0.834 5.771
H -3.197 1.328 -2.696
C 4.488 -3.065 3.672
H -0.834 1.485 -4.054
H -8.875 2.640 1.453
H 5.301 -2.275 5.362
C -1.240 1.796 -2.015
O 1.857 -3.348 -0.303
H 8.393 1.392 4.149
H -1.387 -0.679 -3.901
H 2.838 -1.571 1.166
H 0.569 1.436 -3.036
H 3.623 -4.220 2.234
C 3.135 -0.680 -0.825
H 6.749 0.876 3.990
H 0.439 0.781 1.262
N -1.671 6.653 1.451
H 3.511 -1.562 -1.349
H -4.388 2.478 -0.916
O 0.215 6.105 2.581
```

## Properties
net charge	0
LUMO energy	0.44	eV
2S+1	1
orbital gap	7.82	eV